Record 1
Computed, not measured: a molecular structure, C10H10N2O at a distorted geometry, with wB97M-V/def2-TZVPD.

Structure (XYZ):
```
23
Properties=species:S:1:pos:R:3
C 3.03690 -0.79135 0.18860
C 3.04881 0.59298 0.03458
C 1.84892 -1.48652 0.23054
C 1.89145 1.40008 -0.12595
C 0.67530 -0.64990 0.19604
C 0.70839 0.76677 0.01205
C -0.53489 -1.28981 0.01230
C -2.08478 0.43857 0.25071
C -0.64725 2.70888 0.00008
C -3.00203 -1.65427 -0.34102
N -0.45383 1.45759 -0.05836
N -1.80882 -0.77014 0.02262
O -2.91236 1.20024 0.50252
H 3.91378 -1.33416 0.02575
H 3.96020 0.98469 0.04161
H 1.88255 -2.56271 0.58585
H 2.12379 2.45191 -0.26278
H -0.46341 -2.37806 0.02077
H -1.58434 3.04194 0.08228
H 0.28837 3.38316 -0.14348
H -3.66004 -1.10873 -0.98028
H -3.52479 -1.85629 0.56092
H -2.70193 -2.54483 -0.85533
```

Values from the calculation:
HOMO-LUMO gap = 7.67 eV
max |F| = 6.01 eV/A
E = -15539.20572 eV
molecular weight = 174.20 g mol⁻¹
net charge = +2
relative energy (zero: lowest compared OMol25 entry of this formula, charge and spin) = 108.7 kJ/mol
E_HOMO = -18.13 eV

Mulliken population analysis, charges in e, atoms 1 to 6: C -0.809; C -0.608; C -0.486; C -0.866; C 0.355; C 1.463

***

Record 2
Computed, not measured: 8 unconnected molecules or ions with the total composition C17H47N4O9 at a distorted geometry, with wB97M-V/def2-TZVPD.

Structure (XYZ):
```
77
Properties=species:S:1:pos:R:3
C -1.55984 1.03523 -1.29494
C -0.71584 0.40423 -0.27694
O -1.24384 -0.46277 0.37206
O 0.46216 0.84123 -0.18494
H -1.56384 2.15223 -1.38694
H -2.54884 0.87323 -0.97694
H -1.39584 0.53223 -2.24394
C 2.16116 2.34123 1.98406
O 2.72516 1.43023 1.00906
H 1.66716 3.20223 1.50206
H 2.89916 2.76323 2.64606
H 1.49416 1.73623 2.49406
H 1.93816 1.09723 0.46406
C 2.39716 3.53423 -2.01194
O 2.90516 4.42023 -2.96594
N 1.48016 2.62123 -2.17594
N 2.91916 3.46623 -0.80194
H 1.02916 2.82423 -3.05394
H 0.85316 2.02823 -1.43294
H 3.80216 4.05123 -0.73094
H 2.76616 2.72123 -0.04994
C -3.47184 -1.08577 3.07206
O -4.17084 0.00923 2.82206
N -2.39484 -1.35677 2.37706
N -3.71084 -1.95777 4.00606
H -2.03984 -0.74577 1.60006
H -1.83684 -2.22477 2.61206
H -4.35684 -1.73977 4.72706
H -3.02184 -2.72577 4.25106
C 2.25316 0.91823 -4.97194
C 1.59816 0.19023 -3.79194
C 1.20916 -1.25077 -4.15194
O 2.33616 0.18423 -2.76094
H 3.03916 0.30023 -5.20994
H 2.77216 1.80623 -4.69994
H 1.54516 0.96723 -5.76894
H 0.70016 0.74523 -3.55994
H 2.08316 -1.78477 -4.24294
H 0.68416 -1.47977 -5.05994
H 0.68116 -1.80477 -3.37394
H 2.11116 1.00423 -2.30794
C -0.47184 -3.04877 -1.33894
C -1.81684 -3.00177 -2.04694
C -2.44884 -4.40277 -2.21894
O -2.63484 -2.33577 -1.36194
H 0.15516 -3.68977 -1.85094
H -0.50884 -3.45877 -0.33094
H 0.06016 -2.09777 -1.21794
H -1.71884 -2.48277 -2.98894
H -1.75784 -4.99877 -2.91694
H -3.33384 -4.30177 -2.76894
H -2.59984 -4.90777 -1.27394
H -2.07784 -1.87277 -0.79594
C -1.09384 2.10723 3.10906
C -1.25584 3.01323 1.89906
C -2.71884 2.91823 1.44606
O -0.85884 4.18323 2.07106
H -0.18984 2.36523 3.68806
H -1.10484 1.05523 2.89906
H -1.95584 2.12923 3.70506
H -0.65384 2.71623 1.05006
H -3.03084 1.98123 1.02406
H -3.06584 3.60023 0.68606
H -3.32084 3.01823 2.20606
H -0.57284 4.53523 1.23506
C 1.10416 -1.13877 3.20006
C 1.70116 -1.90977 2.04106
C 2.56216 -3.12877 2.52006
O 0.78916 -2.31477 1.31306
H 0.47616 -0.36777 2.85206
H 2.04516 -0.85777 3.68506
H 0.61016 -1.81977 3.88706
H 2.34816 -1.21277 1.44406
H 2.81016 -3.74277 1.69206
H 2.03616 -3.72277 3.25606
H 3.42416 -2.80977 2.97606
H 0.58916 -1.57977 0.77506
```

Values from the calculation:
HOMO-LUMO gap = 9.34 eV
max |F| = 10.11 eV/A
E = -42776.92265 eV
molecular weight = 451.58 g mol⁻¹
net charge = -1
E_HOMO = -6.66 eV

Mulliken population analysis, charges in e, atoms 1 to 6: C -1.903; C 0.133; O 0.213; O 0.258; H 0.357; H 0.695

***

Record 3
Computed, not measured: 8 unconnected molecules or ions with the total composition C18H29Br15ClO4P at a distorted geometry, with wB97M-V/def2-TZVPD.

Structure (XYZ):
```
68
Properties=species:S:1:pos:R:3
O -1.68735 -1.57400 4.13205
C -2.54722 -1.32766 3.36440
O -2.41516 -0.86205 2.06223
C -3.27888 0.26279 2.12199
O -3.01646 1.37249 1.85311
C -4.54237 -0.35963 2.71632
P -6.27523 0.18576 2.38111
O -7.11218 -1.18573 2.19868
Cl -6.79474 0.99608 4.23234
C -4.07709 -1.33516 3.51191
Br -5.11968 -2.47208 4.57562
H -6.80696 -1.91471 2.76464
Br 0.14744 1.57278 -2.31882
C 0.41407 -0.33437 -2.04255
C -0.61106 -0.89366 -1.09438
Br -0.22441 -0.43466 0.75510
H 1.43454 -0.46360 -1.69601
H 0.30678 -0.78663 -3.02707
H -0.60284 -1.97999 -1.12389
H -1.61475 -0.53325 -1.30301
Br -2.88997 1.43394 -5.81720
C -1.84188 3.03342 -5.45648
C -0.72192 3.20041 -6.45003
Br 0.72752 1.97238 -6.05155
H -1.48629 2.94919 -4.43404
H -2.54608 3.86015 -5.52841
H -0.29095 4.19658 -6.37512
H -1.02692 3.01689 -7.47518
Br 2.74184 -2.98764 -3.06188
C 2.07333 -4.77786 -2.70112
C 0.88460 -5.11911 -3.55992
Br -0.74281 -4.25795 -2.93319
H 1.85850 -4.82359 -1.63777
H 2.90341 -5.44246 -2.93100
H 0.67542 -6.18571 -3.51248
H 1.01550 -4.82187 -4.59522
Br 4.54211 1.06368 -1.94835
C 4.91942 0.68936 -0.07308
C 5.16983 -0.77515 0.15509
Br 3.50137 -1.76734 0.14432
H 4.08103 1.07038 0.49758
H 5.80932 1.26669 0.16297
H 5.59755 -0.94140 1.14238
H 5.81599 -1.22170 -0.59439
Br 4.97292 3.12726 2.31952
C 5.55156 2.19090 3.92418
C 7.04836 2.20986 4.06210
Br 7.88805 0.94144 2.84501
H 5.14551 1.18602 3.86726
H 5.08208 2.72082 4.75005
H 7.34348 1.88961 5.05899
H 7.48121 3.18252 3.85182
Br -8.64137 1.20852 -4.16261
C -7.48366 2.63249 -3.51715
C -6.02927 2.29397 -3.70628
Br -5.41431 1.01163 -2.38092
H -7.74507 2.80417 -2.47802
H -7.74999 3.50693 -4.10711
H -5.41052 3.17665 -3.55748
H -5.81554 1.86584 -4.68000
Br 4.02425 -1.46532 4.66999
C 2.70046 -1.58212 6.08960
C 1.47420 -0.77230 5.76182
Br 1.78897 1.13217 6.01663
H 3.18887 -1.26265 7.00446
H 2.45092 -2.63840 6.16337
H 0.65997 -1.02168 6.43847
H 1.14258 -0.90239 4.73658
```

Values from the calculation:
HOMO-LUMO gap = 7.91 eV
max |F| = 2.13 eV/A
E = -1099775.21558 eV
molecular weight = 1574.41 g mol⁻¹
SMILES = O=C1OC(=O)C(P(O)Cl)=C1Br.BrCCBr.BrCCBr.BrCCBr.BrCCBr.BrCCBr.BrCCBr.BrCCBr
E_HOMO = -9.15 eV

Mulliken population analysis, charges in e, atoms 1 to 6: O -0.471; C 0.344; O -0.070; C 0.397; O -0.455; C 0.197

***

Record 4
Computed, not measured: a molecular structure, C2H2Br2I2 at a distorted geometry, with wB97M-V/def2-TZVPD.

Structure (XYZ):
```
8
Properties=species:S:1:pos:R:3
C 0.11325 0.66337 0.22350
C -0.27331 1.59268 -0.77495
Br -0.39023 3.37343 -0.43145
Br 2.16896 1.63024 -2.59899
I 2.09831 0.88847 1.13407
I -1.57422 1.01414 -2.37394
H -0.15384 -0.28632 -0.25507
H -0.29336 0.90624 1.21463
```

Values from the calculation:
HOMO-LUMO gap (spin up / spin down) = 5.79 / 5.80 eV
max |F| = 2.88 eV/A
E = -158389.61184 eV
molecular weight = 439.65 g mol⁻¹
relative energy (zero: lowest compared OMol25 entry of this formula, charge and spin) = 229.3 kJ/mol
E_HOMO (spin up / spin down) = -8.71 / -8.72 eV

Mulliken population analysis, charges in e, atoms 1 to 6: C -0.761; C -0.228; Br 0.110; Br -0.420; I 0.224; I 0.270